Record 1
{"formula": "C13H25FNO4", "method": "ωB97M-V/def2-TZVPD", "elements": ["O", "C", "F", "C", "C", "C", "C", "C", "N", "C", "H", "H", "H", "H", "H", "H", "H", "C", "C", "O", "H", "H", "H", "H", "H", "H", "C", "C", "O", "H", "H", "H", "H", "H", "H", "C", "C", "O", "H", "H", "H", "H", "H", "H"], "positions_angstrom": [[1.36034, -0.30285, 2.18189], [0.27558, -0.60140, 1.61799], [-0.20427, -1.92486, 1.44846], [-0.58383, 0.63529, 1.00797], [0.14027, 1.04253, -0.35892], [-0.38392, 0.36742, -1.68924], [0.38815, 0.76362, -2.99589], [1.57799, 1.77987, -2.88529], [1.98382, 2.33867, -1.59597], [1.33446, 2.03435, -0.34183], [-0.55890, 1.54198, 1.72003], [-1.68656, 0.37988, 0.84784], [-1.24665, -0.37490, -1.63481], [0.04631, 0.27693, -3.96682], [2.13626, 2.03641, -3.84423], [2.78644, 2.99978, -1.55758], [1.71446, 2.49185, 0.64907], [-1.82311, -4.03211, 3.20041], [-2.92297, -5.06734, 3.32791], [-3.78665, -5.00718, 2.19930], [-2.24876, -3.02812, 3.12009], [-1.15485, -4.06406, 4.06449], [-1.23463, -4.20252, 2.29401], [-3.52159, -4.88112, 4.22195], [-2.50441, -6.07624, 3.39665], [-3.25190, -5.18203, 1.41322], [2.54649, 0.39551, 5.55690], [2.36117, 1.57866, 4.62816], [1.69830, 2.63727, 5.30948], [1.57995, 0.04316, 5.92652], [3.04986, -0.42798, 5.04455], [3.13824, 0.67956, 6.43196], [1.75174, 1.29638, 3.76715], [3.32655, 1.94502, 4.26311], [2.24723, 2.88737, 6.06516], [-0.38446, 1.91524, -7.66579], [-1.24310, 1.12228, -6.70093], [-1.38793, 1.83194, -5.47350], [0.60295, 2.10369, -7.23533], [-0.26116, 1.37927, -8.60957], [-0.83399, 2.89091, -7.87162], [-0.77984, 0.15725, -6.48117], [-2.23674, 0.94044, -7.12082], [-1.80634, 2.68019, -5.67496]], "atomic_forces_ev_per_a": [[-5.1, -2.5, -2.8], [3.3, 1.8, 1.9], [1.1, 3.3, 0.3], [0.2, -0.2, -0.5], [0.8, 0.3, -2.3], [4.2, 3.4, 0.2], [0.7, 1.2, 4.0], [-2.6, -2.1, 1.8], [-2.4, -2.0, -0.3], [-2.2, -2.4, -2.2], [0.3, -1.8, -0.9], [1.7, 0.2, 0.0], [1.4, 1.2, -0.3], [0.8, 1.2, 1.3], [-0.6, -0.1, 1.8], [-0.9, -0.7, -0.2], [-0.6, -0.8, -2.0], [0.1, 0.1, 0.1], [0.2, 0.0, -0.3], [-0.2, 0.0, -0.1], [0.0, -0.1, 0.1], [0.0, 0.0, -0.1], [0.0, -0.1, 0.1], [-0.1, -0.1, -0.2], [0.1, 0.0, 0.2], [-0.2, 0.0, 0.2], [0.0, -0.2, -0.1], [0.1, 0.1, 0.4], [-0.1, 0.2, -0.1], [0.1, 0.0, -0.1], [0.0, 0.0, 0.1], [0.1, 0.0, -0.1], [0.0, 0.2, 0.2], [0.1, -0.2, -0.1], [-0.2, 0.0, -0.2], [0.1, 0.0, -0.1], [-0.1, 0.4, -0.3], [0.0, 0.0, 0.4], [0.0, -0.1, 0.0], [0.0, 0.1, 0.0], [0.0, -0.1, -0.1], [-0.1, 0.1, 0.1], [0.1, -0.2, -0.1], [0.1, -0.2, 0.1]], "relative_energy_kj_mol": 0.0, "total_charge": 1, "spin_multiplicity": 1, "lumo_energy_ha": -0.19025}

***

Record 2
{"formula": "C13H25N2NiO2S2SiTe", "method": "ωB97M-V/def2-TZVPD", "elements": ["Ni", "C", "O", "C", "C", "O", "C", "H", "H", "H", "H", "H", "H", "H", "H", "H", "H", "S", "C", "C", "N", "C", "S", "C", "N", "C", "Te", "C", "H", "H", "H", "H", "H", "H", "C", "Si", "C", "C", "H", "H", "H", "H", "H", "H", "H", "H", "H"], "positions_angstrom": [[0.69077, 0.50806, 0.40573], [1.44599, 1.88885, -2.18630], [1.29828, 2.34514, -0.84376], [0.34283, 3.37507, -0.69108], [-1.08660, 2.88264, -0.89029], [-1.17783, 1.58081, -0.36310], [-2.47996, 1.02697, -0.44816], [1.68283, 2.73470, -2.84043], [0.54353, 1.38393, -2.53800], [2.26626, 1.17708, -2.17797], [0.55048, 4.19144, -1.39134], [0.46560, 3.73778, 0.32899], [-1.37204, 2.87561, -1.94993], [-1.77127, 3.55576, -0.35996], [-3.18542, 1.61664, 0.14531], [-2.43014, 0.01239, -0.05918], [-2.81627, 1.00414, -1.49033], [2.93376, -0.23166, 0.45044], [2.65725, -1.90659, 0.09526], [3.76070, -2.80079, 0.32339], [4.66256, -3.49121, 0.51179], [1.48956, -2.39898, -0.39675], [0.11396, -1.39238, -0.77346], [1.34402, -3.79566, -0.68955], [1.18155, -4.90477, -0.95640], [-3.97800, -3.97800, 1.44434], [-2.20239, -2.95421, 0.73328], [-2.59058, -3.64162, -1.25170], [-4.87406, -3.50322, 1.04627], [-4.00287, -3.91944, 2.53272], [-3.96050, -5.02687, 1.14975], [-2.94342, -4.66954, -1.19338], [-1.65752, -3.60401, -1.80689], [-3.33834, -3.01710, -1.73634], [0.02923, -1.30378, 3.42592], [0.24423, 0.41947, 2.65732], [-1.36525, 1.30581, 3.21098], [1.54823, 1.24189, 3.77755], [0.30774, -1.28706, 4.48422], [0.63689, -2.06228, 2.92531], [-1.01526, -1.61911, 3.35219], [-1.49560, 1.21258, 4.29518], [-2.24194, 0.86376, 2.72586], [-1.34377, 2.37288, 2.96267], [1.17666, 1.27140, 4.80751], [1.77133, 2.26616, 3.46338], [2.48385, 0.67776, 3.75655]], "atomic_forces_ev_per_a": [[0.4, -0.4, -0.3], [0.1, 0.1, 0.0], [0.0, 0.2, 0.0], [0.0, -0.1, 0.1], [0.0, -0.1, 0.0], [0.0, 0.1, 0.0], [0.0, 0.0, 0.0], [0.0, 0.0, 0.0], [0.0, 0.0, 0.0], [0.0, 0.0, 0.0], [0.0, 0.1, 0.0], [0.0, 0.0, 0.0], [0.0, 0.0, 0.0], [0.0, 0.0, 0.0], [0.0, 0.0, 0.0], [0.0, 0.0, 0.0], [0.0, 0.0, 0.0], [0.0, 0.0, 0.1], [0.1, 0.0, 0.0], [-0.1, 0.0, 0.0], [0.0, 0.0, 0.0], [0.0, 0.0, -0.1], [0.0, 0.0, 0.0], [0.0, 0.1, 0.0], [0.0, 0.0, 0.0], [0.0, 0.0, 0.0], [-0.4, -0.2, 0.1], [0.0, 0.0, 0.0], [0.0, 0.0, 0.0], [0.0, 0.0, 0.0], [0.1, 0.0, 0.0], [0.0, 0.0, 0.0], [0.0, 0.0, 0.0], [0.0, 0.0, 0.0], [0.1, -0.1, -0.2], [-0.3, 0.3, 0.5], [0.0, 0.0, -0.1], [0.1, 0.0, -0.1], [0.0, 0.0, 0.0], [0.0, 0.0, 0.0], [0.0, 0.0, 0.0], [0.0, 0.0, 0.0], [0.0, 0.0, 0.0], [0.0, 0.0, 0.0], [0.0, 0.0, 0.0], [0.0, 0.0, 0.0], [0.0, 0.0, 0.0]], "s_squared": 2.010, "relative_energy_kj_mol": 43.4, "total_charge": -1, "spin_multiplicity": 3, "lumo_energy_ha": [0.08680, 0.08660]}

***

Record 3
{"formula": "C13H25N3", "method": "ωB97M-V/def2-TZVPD", "elements": ["C", "C", "C", "C", "C", "C", "C", "C", "C", "C", "C", "C", "C", "H", "H", "H", "H", "H", "H", "H", "H", "H", "H", "H", "H", "H", "H", "H", "H", "H", "H", "H", "H", "H", "H", "H", "H", "H", "N", "N", "N"], "positions_angstrom": [[-0.95566, -1.06610, 3.64625], [-1.26795, -0.07591, 2.50172], [-0.12572, 0.76398, 2.02776], [-0.48041, 1.80419, 0.94069], [0.74893, 2.51099, 0.40676], [0.62989, 3.10148, -1.00622], [1.09671, 2.16486, -2.11173], [0.26547, 0.91387, -2.32002], [1.00940, -0.21568, -3.01644], [0.18402, -1.47215, -3.20358], [-0.22628, -2.03578, -1.86042], [0.38875, -1.89062, -0.65876], [-1.39849, -3.13028, -0.42940], [0.06311, -2.78183, 3.96173], [0.96061, -1.62654, 3.17927], [-0.66993, -0.49500, 4.55566], [-1.91483, -1.56981, 3.84929], [-2.00290, 0.64744, 2.84617], [-1.76514, -0.62695, 1.69589], [0.68359, 0.13175, 1.61468], [0.33121, 1.24357, 2.90185], [-1.02886, 1.26269, 0.13656], [-1.17401, 2.52937, 1.33406], [1.61477, 1.83605, 0.42878], [1.01926, 3.27878, 1.17559], [1.29724, 3.98433, -1.05954], [-0.40056, 3.38024, -1.19745], [1.25232, 2.76619, -3.06868], [2.11324, 1.85876, -1.83263], [-0.63217, 1.22196, -2.85897], [-0.07214, 0.49328, -1.39029], [1.41477, 0.03269, -4.00133], [1.89234, -0.47720, -2.40185], [-0.73826, -1.27866, -3.83934], [0.76964, -2.20711, -3.74523], [1.22128, -1.28712, -0.35935], [-0.22014, -2.59790, 1.27393], [-2.15973, -3.67139, 0.10501], [0.01951, -2.06586, 3.23200], [-0.35705, -2.56291, 0.24476], [-1.38588, -2.79166, -1.69716]], "atomic_forces_ev_per_a": [[-0.9, 1.0, -0.3], [-0.6, -0.2, 0.4], [1.2, 0.0, -0.6], [-0.2, -1.4, -0.1], [0.6, 0.4, 0.6], [0.6, 0.3, 0.2], [1.1, 0.5, -0.6], [0.1, 0.3, -0.8], [0.5, -0.1, -0.3], [-1.3, 0.0, 0.2], [-1.0, -0.3, -0.9], [0.4, 0.5, -0.1], [0.3, 0.9, 0.2], [0.2, 0.2, -0.4], [-0.9, -0.5, 0.1], [0.0, -0.3, -0.3], [0.4, 0.0, 0.2], [-0.4, -0.1, 0.3], [0.3, 0.1, -0.1], [-0.3, 0.1, 0.0], [0.0, 0.2, 0.0], [0.3, 0.4, 0.4], [-0.4, 0.3, 0.2], [-0.1, -0.1, -0.1], [-0.2, -0.2, -0.8], [-0.6, -0.2, 0.0], [-0.2, 0.4, 0.0], [-0.5, -0.9, 1.0], [0.1, 0.0, -0.1], [-0.2, -0.3, -0.2], [-0.1, 0.1, 0.5], [0.0, 0.5, 0.1], [-0.2, 0.1, -0.2], [1.0, -0.2, 0.8], [0.1, -0.2, -0.1], [0.3, 0.0, 0.0], [0.0, 0.1, -0.7], [-0.1, -0.2, -0.2], [1.0, 0.0, 0.3], [-0.6, -1.0, 1.3], [0.7, -0.2, -0.1]], "relative_energy_kj_mol": 0.0, "total_charge": 0, "spin_multiplicity": 1, "lumo_energy_ha": 0.02746}

***

Record 4
{"formula": "C13H25N3O3S2", "method": "ωB97M-V/def2-TZVPD", "elements": ["O", "O", "O", "S", "S", "C", "C", "C", "N", "N", "N", "C", "C", "C", "C", "C", "C", "C", "C", "C", "C", "H", "H", "H", "H", "H", "H", "H", "H", "H", "H", "H", "H", "H", "H", "H", "H", "H", "H", "H", "H", "H", "H", "H", "H", "H"], "positions_angstrom": [[0.36391, -2.74856, 3.43538], [0.08931, 2.25566, -2.06292], [0.54788, 1.17554, 1.58550], [-3.22558, 1.73465, -3.76889], [0.35929, -4.20320, -0.52029], [1.34316, -2.03345, 3.37547], [-0.24419, 2.59394, -0.90536], [-0.04142, 0.27660, 1.03422], [0.38681, 3.55460, -0.18469], [-1.06483, 0.50984, 0.22112], [1.56047, -1.19610, 2.39991], [-1.74401, 2.30666, -4.55641], [-0.29569, -4.92189, 1.02465], [2.29021, -2.02766, 4.55721], [1.36435, 4.41458, -0.80921], [-2.71025, 0.86733, -2.29602], [1.73018, -3.03540, -0.14774], [-2.74657, 1.88148, -1.06144], [1.39738, -1.52970, -0.07086], [-1.45805, 1.89261, -0.23005], [0.64000, -1.12712, 1.18943], [0.18456, 3.73760, 0.78594], [-1.49571, -0.36718, -0.13708], [2.24629, -0.47943, 2.49509], [-2.03193, 2.45022, -5.59954], [-1.10013, 1.44543, -4.83779], [-1.24853, 3.14264, -4.11613], [-0.94988, -4.18833, 1.54321], [0.37823, -5.23416, 1.67541], [-0.93079, -5.76534, 0.68041], [2.49694, -1.08073, 5.00510], [3.21925, -2.46883, 4.16425], [1.89697, -2.73732, 5.27610], [1.01148, 4.56529, -1.83995], [1.40956, 5.32346, -0.39679], [2.28007, 3.94558, -0.78826], [-1.77725, 0.42687, -2.53501], [-3.58649, 0.23615, -2.29942], [2.16635, -3.35960, 0.79492], [2.49857, -3.08914, -1.00698], [-3.56297, 1.49527, -0.46891], [-2.86984, 3.00367, -1.38953], [0.82242, -1.23914, -0.92540], [2.28205, -1.01690, -0.22556], [-1.73978, 2.51786, 0.65971], [-0.14179, -1.90438, 1.27721]], "atomic_forces_ev_per_a": [[-0.7, -1.0, -0.5], [-0.4, 0.9, 2.0], [0.5, 1.5, 0.8], [-0.6, 0.4, -1.0], [0.2, 0.2, -0.4], [-0.9, -0.4, 2.9], [0.1, -1.0, -1.3], [2.3, -0.5, 0.8], [-0.7, 0.2, -0.2], [-1.5, -1.2, -1.2], [-1.2, 1.4, -3.6], [0.2, -1.7, -1.8], [-3.9, 2.1, -2.7], [0.7, -1.3, -1.0], [-2.3, -2.5, -2.5], [-1.2, 2.8, 0.2], [0.5, 0.4, -0.8], [1.4, 0.2, -1.6], [-1.5, -1.4, 0.3], [0.0, -0.2, 1.6], [-0.4, -0.6, 0.4], [-0.3, -0.5, -0.1], [0.1, 1.5, -0.1], [0.3, 0.4, -0.1], [-0.5, 1.1, 0.1], [0.3, 0.4, 1.2], [0.4, 0.3, 0.2], [0.4, -0.5, -0.3], [3.3, -1.5, 2.7], [0.5, 0.5, 0.2], [0.0, 0.7, 0.1], [0.1, 0.3, 0.4], [-0.1, 0.2, 0.1], [0.5, -0.2, 0.1], [0.1, 3.3, 2.0], [2.3, -0.9, -0.3], [0.8, -0.8, 0.3], [0.3, -1.0, 0.8], [0.4, 0.0, -0.1], [-1.2, -0.5, 1.4], [-0.3, 0.6, 0.6], [-0.3, -2.4, 0.5], [-0.7, 0.0, -0.7], [2.0, 1.3, 0.2], [0.5, -0.8, -0.4], [0.4, 0.3, 0.6]], "relative_energy_kj_mol": 197.9, "total_charge": 0, "spin_multiplicity": 1, "lumo_energy_ha": 0.02289}

***

Record 5
{"formula": "C13H25N4O3", "method": "ωB97M-V/def2-TZVPD", "elements": ["N", "C", "N", "N", "C", "C", "C", "C", "C", "C", "C", "C", "N", "H", "H", "H", "H", "H", "H", "H", "H", "H", "H", "H", "H", "H", "H", "H", "H", "H", "H", "H", "C", "C", "C", "O", "C", "O", "O", "H", "H", "H", "H", "H", "H"], "positions_angstrom": [[-4.06177, 1.11636, 0.29288], [-3.26123, 0.16514, 0.03386], [-3.65292, -1.06699, -0.52624], [-1.91748, 0.25673, 0.37085], [-1.30358, 1.57273, 0.34673], [-0.78666, 2.05983, -1.02779], [-0.52770, 0.93827, -2.03345], [0.49806, 1.33822, -3.09658], [1.16224, 0.15842, -3.80887], [2.23372, -0.58163, -2.96320], [1.54303, -1.86660, -2.45967], [0.35600, -1.97429, -3.32647], [0.17822, -0.93804, -4.04751], [-5.01330, 0.86646, 0.04221], [-2.90219, -1.72431, -0.67473], [-4.22470, -0.95998, -1.34986], [-1.34311, -0.50845, 0.06195], [-0.47675, 1.59697, 1.05741], [-2.06629, 2.25412, 0.71826], [-1.46053, 2.80736, -1.45249], [0.16897, 2.56734, -0.86454], [-1.45981, 0.63285, -2.52006], [-0.13014, 0.07499, -1.48580], [1.30649, 1.89720, -2.61868], [0.05115, 2.01167, -3.83337], [1.56564, 0.44456, -4.77985], [3.06675, -0.86802, -3.60258], [2.57334, 0.06042, -2.15578], [2.16535, -2.76061, -2.53730], [1.23177, -1.79477, -1.40972], [-0.31384, -2.82551, -3.38567], [-0.60503, -0.84659, -4.68431], [1.35314, -1.12855, 5.92348], [1.78754, -0.55493, 4.60122], [1.32452, 0.86228, 4.31722], [1.19963, 0.86070, 2.88352], [0.97270, -0.40680, 2.49229], [0.62445, -0.71442, 1.39083], [1.17537, -1.26740, 3.49736], [1.62413, -0.44705, 6.73017], [0.27348, -1.27752, 5.93263], [1.83093, -2.08813, 6.11075], [2.86924, -0.63755, 4.47110], [2.02912, 1.62993, 4.62184], [0.34204, 1.06558, 4.74797]], "atomic_forces_ev_per_a": [[0.0, 0.2, -0.4], [0.1, -0.1, 0.2], [0.2, 0.0, 0.0], [-0.4, 0.1, -0.4], [0.0, 0.1, 0.5], [0.1, 0.0, -0.1], [0.3, 0.0, 0.0], [-0.1, 0.2, -0.2], [0.2, -0.2, 0.1], [-0.4, -0.1, -0.3], [0.3, 0.1, 0.2], [0.0, -0.1, 0.0], [0.0, -0.1, -0.1], [0.0, 0.0, 0.0], [0.0, 0.0, 0.0], [-0.2, -0.1, 0.1], [0.1, 0.1, 0.2], [-0.1, -0.2, -0.1], [0.1, 0.0, 0.0], [0.0, -0.1, -0.1], [-0.1, 0.1, 0.1], [0.0, -0.1, 0.2], [-0.1, 0.0, 0.0], [0.0, 0.0, -0.1], [0.0, 0.0, 0.1], [-0.1, 0.1, 0.0], [0.1, 0.2, 0.1], [0.1, -0.1, 0.0], [-0.1, 0.0, 0.0], [-0.1, -0.1, -0.1], [-0.1, 0.1, 0.0], [0.0, 0.1, 0.0], [-0.1, -0.1, -0.1], [0.0, 0.1, 0.1], [0.0, 0.0, 0.0], [0.0, 0.0, 0.0], [-0.1, 0.0, 0.1], [0.2, -0.1, -0.3], [0.1, 0.0, 0.0], [0.0, 0.0, 0.0], [0.0, 0.1, 0.0], [0.0, 0.0, 0.0], [0.0, 0.0, 0.0], [0.0, 0.0, -0.1], [0.0, 0.0, 0.0]], "total_charge": 1, "spin_multiplicity": 1, "lumo_energy_ha": -0.15050}